Molecular formula: C28H27N3O3S2
Method: DFT, ωB97M-V/def2-TZVPD

Computed properties:
HOMO level: -8.489 eV
HOMO-LUMO gap: 8.89 eV
SMILES: CCc1cccc(CC)c1NC(=O)CSc1nc2ccc(N3C(=O)[C@@H]4[C@H](C3=O)[C@H]3C=C[C@@H]4C3)cc2s1
E_tot: -2269.62480 Eh
relative energy (zero: lowest compared OMol25 entry of this formula, charge and spin): 0.0 kJ/mol

Each line ends with the Löwdin charge.
Positions of all 63 atoms, in Å:
C  -0.7458  0.7460  3.7522  -0.08
H  -0.9752  1.6279  4.3461  0.08
H  -0.4172  -0.0392  4.4307  0.07
H  -1.6573  0.4114  3.2617  0.06
C  0.3270  1.0760  2.7115  -0.18
C  1.6018  1.5469  3.3543  -0.16
C  1.8269  2.9026  3.5362  -0.04
C  2.9924  3.3509  4.1301  -0.07
C  3.9404  2.4407  4.5525  -0.04
C  3.7474  1.0731  4.3931  -0.16
C  2.5700  0.6363  3.7867  -0.13
N  2.3182  -0.7564  3.6320  0.11
C  2.9624  -1.5683  2.7700  -0.56
O  3.8732  -1.2447  2.0475  0.08
C  2.5006  -3.0296  2.8247  -0.35
H  2.7822  -3.5183  1.8931  0.09
H  2.9867  -3.5320  3.6629  0.09
S  0.7178  -3.2659  3.0884  0.94
C  0.1466  -2.4493  1.6746  -0.93
N  0.9318  -1.9191  0.8151  0.05
C  0.2458  -1.2829  -0.1743  -0.31
C  0.8151  -0.5825  -1.2319  0.02
C  -0.0130  0.0255  -2.1482  0.01
C  -1.4020  -0.0510  -2.0157  -0.17
C  -1.9942  -0.7362  -0.9656  0.00
C  -1.1607  -1.3499  -0.0508  -0.45
S  -1.5879  -2.2542  1.3767  1.04
H  -3.0659  -0.7934  -0.8714  0.12
N  -2.2226  0.5828  -2.9824  0.11
C  -3.3056  -0.0442  -3.5859  -0.37
O  -3.6784  -1.1587  -3.3393  0.13
C  -3.8829  0.9119  -4.6052  -0.12
C  -3.0250  2.1733  -4.5068  -0.12
C  -1.9998  1.8773  -3.4362  -0.37
O  -1.1371  2.6081  -3.0326  0.13
H  -3.5616  3.0909  -4.2643  0.16
C  -2.3636  2.2616  -5.9126  -0.21
C  -3.5026  2.5613  -6.8561  -0.04
C  -4.2490  1.4675  -6.9416  -0.04
H  -5.1682  1.3272  -7.4784  0.11
C  -3.6212  0.4181  -6.0572  -0.21
H  -3.9177  -0.6128  -6.2273  0.15
C  -2.1396  0.7766  -6.2213  -0.08
H  -1.7849  0.6144  -7.2374  0.13
H  -1.4770  0.2671  -5.5230  0.12
H  -3.6709  3.5214  -7.3063  0.11
H  -1.5049  2.9257  -5.9496  0.15
H  -4.9486  1.0523  -4.4215  0.16
H  0.4097  0.5772  -2.9723  0.12
H  1.8882  -0.5282  -1.3099  0.12
H  1.4857  -1.1156  4.0805  0.09
C  4.8111  0.1292  4.8788  -0.19
C  6.0034  0.1085  3.9208  -0.09
H  5.6821  -0.2337  2.9410  0.06
H  6.4278  1.1045  3.8195  0.07
H  6.7739  -0.5631  4.2924  0.07
H  4.4096  -0.8807  4.9755  0.10
H  5.1473  0.4566  5.8664  0.11
H  4.8474  2.7882  5.0251  0.11
H  3.1590  4.4094  4.2638  0.10
H  1.0829  3.6101  3.2005  0.11
H  -0.0519  1.8584  2.0514  0.12
H  0.5338  0.2000  2.0972  0.08